Formula: C12H28N4O4Ti
Source: the Open Molecules 2025 dataset
Level of theory: ωB97M-V/def2-TZVPD

⟨S²⟩	6.00
spin multiplicity	5
relative energy (zero: lowest compared OMol25 entry of this formula, charge and spin)	0.0493	eV
E_tot	-1843.36008	Ha
molar mass	340.2	g/mol
frontier orbital gap (alpha / beta)	2.6 / 10.0	eV

Last column: Löwdin spin population.
CARTESIAN COORDINATES (ANGSTROEM)
Ti: 0.54430 -0.14515 0.69953  3.1229
C: 1.72314 -3.91141 -0.21067  0.0172
C: 0.90380 -3.46791 0.90895  0.0418
O: 0.22434 -2.45400 0.77233  0.0501
N: 1.03513 -4.07574 2.10815  0.0124
C: 1.66885 -5.39223 2.42663  0.0056
H: 2.78049 -3.82137 0.03835  0.0088
H: 1.54877 -3.24931 -1.05880  0.0025
H: 1.35693 -4.91683 -0.41827  0.0009
H: 0.63344 -3.66846 2.94055  0.0063
H: 1.23417 -6.04476 1.66943  0.0004
H: 1.34641 -5.73105 3.41117  0.0007
H: 2.75844 -5.36505 2.41448  0.0016
C: -2.49184 2.60692 -1.83350  0.0077
C: -1.08495 2.62237 -1.17480  0.0354
O: -0.82092 1.78070 -0.30475  0.0859
N: -0.20556 3.48188 -1.69418  0.0141
C: 1.12829 3.67469 -1.21525  0.0539
H: -2.44544 1.83901 -2.60569  0.0011
H: -2.84141 3.50791 -2.33760  0.0014
H: -3.21154 2.27681 -1.08440  0.0010
H: -0.43060 3.90390 -2.58376  0.0026
H: 1.66788 4.21081 -1.99596  0.0065
H: 1.62687 2.74494 -0.94124  0.0392
H: 1.06409 4.24949 -0.29136  0.0130
C: -0.34618 -0.46819 -3.45852  0.0099
C: 0.91605 -0.11835 -2.59399  0.0318
O: 1.08316 -0.74798 -1.56697  0.0841
N: 1.86836 0.68193 -3.09162  0.0115
C: 3.16539 1.03902 -2.47201  0.0521
H: -0.18179 -1.15364 -4.28993  0.0011
H: -0.78933 0.42421 -3.90048  0.0009
H: -1.06086 -0.85746 -2.73340  0.0040
H: 1.65735 1.13341 -3.97011  0.0025
H: 3.97828 0.39762 -2.81247  0.0049
H: 3.20093 0.91370 -1.38982  0.0504
H: 3.40752 2.04501 -2.81474  0.0054
C: -3.17376 0.47484 1.61160  0.0129
C: -1.99493 0.60850 2.54755  0.0300
O: -0.93597 0.00016 2.45533  0.1092
N: -2.30830 1.35877 3.60323  0.0069
C: -1.32168 1.63735 4.62065  0.0201
H: -3.36729 -0.59731 1.57789  0.0017
H: -2.89059 0.70117 0.58365  0.0047
H: -4.04739 1.00748 1.98730  0.0010
H: -3.27238 1.63902 3.71327  0.0010
H: -1.21181 0.80628 5.31733  0.0023
H: -1.73989 2.46622 5.19178  0.0010
H: -0.34798 1.95191 4.24507  0.0177

Force components x, y, z for each atom (eV/Å):
0.114 -0.103 -0.229
0.149 -0.578 -0.868
0.253 1.557 1.079
-0.807 0.477 0.548
0.396 -1.103 1.463
-0.821 0.926 -1.149
0.046 -0.569 0.060
-0.195 -0.151 0.117
0.747 -0.333 -0.464
-0.286 0.598 -0.624
0.610 -0.625 0.208
-0.106 0.208 -0.121
-0.061 -0.004 -0.234
0.707 -0.338 0.242
-1.057 -1.266 -0.091
-0.078 0.744 -0.367
-0.421 0.094 -0.880
0.331 0.179 0.597
-0.073 -0.211 0.005
0.258 0.232 0.299
0.040 0.133 -0.092
-0.249 0.040 0.384
0.231 0.017 0.258
-0.028 -0.205 -0.155
0.378 0.215 -0.072
0.435 1.238 0.720
-0.130 -1.449 -1.222
-0.159 -0.067 1.176
0.182 0.873 -0.406
-0.105 -0.464 -0.545
0.362 -0.176 0.327
0.023 0.204 -0.041
0.050 -0.214 -0.224
0.081 -0.064 0.175
-0.131 -0.264 -0.373
-0.655 0.367 0.097
-0.033 0.067 0.423
0.578 -0.974 -0.421
-1.111 -0.542 -0.191
0.148 0.459 -0.329
0.635 0.321 0.269
-0.615 0.566 0.998
-0.332 -0.098 0.097
-0.040 0.455 0.165
0.044 0.018 -0.390
0.477 0.156 0.081
0.211 -0.153 -0.121
0.220 0.092 0.172
-0.211 -0.285 -0.350

=====

Formula: C5H11N
Source: the Open Molecules 2025 dataset
Level of theory: ωB97M-V/def2-TZVPD

relative energy (zero: lowest compared OMol25 entry of this formula, charge and spin)	8.8501	eV
E_tot	-251.53729	Ha
molar mass	85.1	g/mol
frontier orbital gap	6.2	eV

Last column: Löwdin charge in e.
CARTESIAN COORDINATES (ANGSTROEM)
C: 1.66936 0.20575 -1.09619  -0.1879
C: -0.12963 2.34495 0.51229  0.0785
C: -0.55994 1.11891 0.97728  -0.1908
C: -0.72866 -0.23664 1.17893  -0.2142
C: -1.79118 -1.00872 0.39174  -0.1394
N: 1.38539 -1.28621 -1.02808  -0.0652
H: 2.13583 0.66690 -0.23525  0.0438
H: 2.39203 0.35888 -1.90391  0.0665
H: 0.71991 0.76595 -1.04626  0.0253
H: 0.42024 3.10295 0.99767  0.0079
H: -1.99364 1.79812 -0.12068  0.2419
H: -0.30020 -0.76259 1.91625  0.0519
H: -1.74500 -2.07783 0.65701  0.0724
H: -1.64069 -1.03029 -0.69214  0.0637
H: -2.82634 -0.68667 0.58480  0.0708
H: 0.82423 -1.36386 -0.11077  0.0456
H: 2.16830 -1.90961 -0.98267  0.0293

Force components x, y, z for each atom (eV/Å):
0.202 -1.385 0.137
-1.594 -5.647 0.443
0.187 1.001 -1.627
-2.560 3.810 -3.459
0.213 -0.661 -0.138
-2.144 1.803 2.121
0.664 -0.420 0.787
-0.783 0.420 -0.315
0.464 -0.465 -1.335
-0.569 1.511 0.619
1.736 0.348 1.389
1.895 -1.213 2.755
0.006 0.393 0.195
0.107 0.381 0.147
0.254 0.297 0.067
1.261 -0.372 -1.962
0.658 0.199 0.175

=====

Formula: C4H10N5O
Source: the Open Molecules 2025 dataset
Level of theory: ωB97M-V/def2-TZVPD

charge	+1
relative energy (zero: lowest compared OMol25 entry of this formula, charge and spin)	4.7228	eV
E_tot	-507.04025	Ha
molar mass	144.2	g/mol
frontier orbital gap	9.3	eV

Last column: Löwdin charge in e.
CARTESIAN COORDINATES (ANGSTROEM)
C: 0.02902 0.24193 -1.55887  -0.0538
C: -1.04473 -0.59956 -1.49145  -0.0953
C: 2.17627 0.46774 -0.56888  -0.2202
C: 0.70456 0.53074 -0.24344  -0.3585
N: -1.45604 -1.20174 -0.36959  0.0540
N: 0.38500 -0.43813 0.96556  0.0926
N: 0.35113 2.00602 0.28293  0.2506
N: -1.55562 -1.40672 1.90660  0.0258
N: -1.10165 -0.62575 0.91971  -0.2167
O: 2.86109 1.42482 -0.53245  0.1313
H: 0.74429 0.43692 -2.31628  0.1010
H: -1.46030 -0.98157 -2.42908  0.1443
H: 2.47388 -0.50731 -0.94766  0.1513
H: -2.34493 -1.65714 -0.44937  0.1454
H: 0.89810 -1.29848 0.81724  0.1115
H: 1.22246 2.57893 -0.02454  0.1796
H: -0.48561 2.14521 -0.26423  0.1431
H: -1.72788 -0.87174 2.73711  0.0921
H: -1.13418 -2.32431 2.24054  0.1378
H: 0.46514 2.08015 1.32617  0.1839

Force components x, y, z for each atom (eV/Å):
-0.393 -0.028 2.783
1.720 -0.061 -1.457
-1.164 -0.855 0.459
-0.822 -1.103 2.366
0.041 0.320 0.267
-0.944 2.488 -2.264
4.028 -1.268 -0.185
-0.773 -2.113 2.084
1.827 0.237 -1.487
1.282 1.614 0.060
-0.621 0.120 -1.609
-0.147 0.037 0.478
0.443 -0.444 -0.057
-0.412 -0.186 0.829
-0.096 -0.596 -0.271
-1.698 -0.762 -0.164
-0.658 1.055 0.671
-0.249 0.428 0.048
0.033 1.426 -1.496
-1.396 -0.308 -1.056